Here is a 2-piece molecular cluster, C3H10NS overall in a non-equilibrium geometry from OMol25. Energies are from wB97M-V/def2-TZVPD.

CARTESIAN COORDINATES (ANGSTROEM)
H  2.301  0.117  -0.096
C  1.248  0.118  -0.585
H  -0.071  -0.939  -1.836
H  0.474  0.207  0.326
H  1.808  -2.623  -0.207
H  1.349  0.973  -1.259
H  -1.585  1.336  2.119
S  -2.112  1.618  -0.323
C  0.850  -2.315  -0.602
H  0.269  -2.165  0.330
H  0.145  -3.181  -1.093
H  -1.013  2.929  1.395
C  -1.831  2.159  1.427
N  0.909  -1.080  -1.413
H  -2.740  2.845  1.816

- charge = -1
- molar mass (g/mol) = 92.19
- HOMO level (hartree) = -0.0796
- orbital gap (eV) = 6.038
- LUMO (eV) = 3.874


Here is a 2-piece molecular cluster, C3H10NS overall in a non-equilibrium geometry from OMol25. Energies are from wB97M-V/def2-TZVPD.

CARTESIAN COORDINATES (ANGSTROEM)
S  -0.671  0.104  -0.483
C  -2.456  2.169  0.530
H  2.118  -3.202  -0.314
C  -1.193  1.351  0.875
H  -2.323  3.164  0.257
H  1.445  -0.646  -1.354
N  1.986  -1.500  -1.569
H  -3.087  2.134  1.488
H  -0.525  2.196  0.997
H  1.940  -1.641  0.476
C  2.460  -2.136  -0.344
H  3.529  -2.075  -0.175
H  -3.073  1.583  -0.146
H  -1.477  0.607  1.778
H  1.327  -2.108  -2.015

- charge = -1
- molar mass (g/mol) = 92.19
- HOMO level (hartree) = -0.0941
- orbital gap (eV) = 6.901
- LUMO (eV) = 4.341


Here is one molecule with the formula C3H10NS in a non-equilibrium geometry from OMol25. Energies are from wB97M-V/def2-TZVPD.

CARTESIAN COORDINATES (ANGSTROEM)
H  -1.844  -0.896  1.966
H  -0.249  -0.382  2.615
C  -0.734  0.719  0.035
H  1.608  0.009  0.102
H  1.629  -1.392  1.157
S  0.174  1.060  -1.528
H  1.477  -1.645  -0.387
C  -0.757  -1.036  1.889
H  -0.581  -1.990  2.391
H  -0.688  -1.557  -0.181
N  1.186  -0.889  0.379
H  0.480  2.299  -1.214
H  -1.761  0.958  -0.180
C  -0.323  -0.765  0.471
H  -0.281  1.386  0.781

- charge = 0
- molar mass (g/mol) = 92.19
- HOMO level (alpha / beta) (hartree) = -0.1279 / -0.3609
- spin multiplicity = 2
- orbital gap (alpha / beta) (eV) = 4.174 / 10.349
- LUMO (alpha / beta) (eV) = 0.694 / 0.529


Here is a 2-piece molecular cluster, C3H10NS2 overall in a non-equilibrium geometry from OMol25. Energies are from wB97M-V/def2-TZVPD.

CARTESIAN COORDINATES (ANGSTROEM)
C  1.182  0.445  -2.611
H  0.503  -1.643  3.046
H  0.457  -2.471  1.342
H  2.511  1.505  -3.912
H  1.930  -1.653  1.909
S  0.211  -0.024  1.285
H  1.495  -0.606  -2.587
H  -0.324  1.720  -1.918
S  -1.888  -0.353  1.452
N  -0.036  0.715  -1.857
H  -0.879  0.209  -2.159
C  1.705  1.530  -3.219
C  0.792  -1.609  1.971
H  -0.026  0.454  -0.810
H  1.312  2.528  -2.922
H  -1.972  -1.215  0.377

- charge = +1
- molar mass (g/mol) = 124.25
- HOMO level (hartree) = -0.4820
- orbital gap (eV) = 9.681
- LUMO (eV) = -3.436


Here is a 2-piece molecular cluster, C3H10NS2 overall in a non-equilibrium geometry from OMol25. Energies are from wB97M-V/def2-TZVPD.

CARTESIAN COORDINATES (ANGSTROEM)
H  -2.577  1.518  0.405
N  -2.401  -0.664  -0.946
H  4.408  0.423  -0.506
H  -2.929  0.084  -1.449
H  2.788  0.197  1.678
C  -2.232  0.720  1.057
H  -2.070  -1.505  -1.466
S  2.163  0.472  0.435
S  0.858  -0.815  -0.218
H  -1.771  -1.415  0.875
C  -2.091  -0.458  0.302
H  -2.843  0.614  1.952
H  3.230  0.687  -1.685
H  -1.296  0.960  1.414
H  3.310  -0.960  -1.023
C  3.453  0.141  -0.824

- charge = +1
- molar mass (g/mol) = 124.25
- HOMO level (hartree) = -0.4388
- orbital gap (eV) = 7.754
- LUMO (eV) = -4.186


Here is a 2-piece molecular cluster, C3H10O overall in a non-equilibrium geometry from OMol25. Energies are from wB97M-V/def2-TZVPD.

CARTESIAN COORDINATES (ANGSTROEM)
H  0.331  -0.748  1.268
H  3.817  -0.202  -0.830
H  2.634  1.071  -1.440
H  -7.055  -0.814  0.092
H  2.213  -0.569  -1.542
H  -6.045  0.180  -0.299
H  0.163  0.897  0.840
H  2.528  0.916  1.092
H  2.549  -0.762  1.032
C  0.625  -0.032  0.502
O  -6.906  0.157  0.189
C  2.156  0.095  0.472
C  2.784  0.126  -0.920
H  0.205  -0.315  -0.458

- charge = -1
- molar mass (g/mol) = 62.11
- HOMO level (alpha / beta) (hartree) = 0.0510 / -0.2479
- spin multiplicity = 2
- orbital gap (alpha / beta) (eV) = 1.987 / 10.081
- LUMO (alpha / beta) (eV) = 3.374 / 3.337


Here is a 2-piece molecular cluster, C3H10O overall in a non-equilibrium geometry from OMol25. Energies are from wB97M-V/def2-TZVPD.

CARTESIAN COORDINATES (ANGSTROEM)
H  0.222  -2.324  -1.691
C  -1.314  0.440  1.856
H  0.150  1.660  1.210
H  -1.052  -0.683  1.907
H  2.474  -0.875  -2.432
H  -2.432  0.484  1.892
H  1.130  0.052  -1.717
H  -1.419  2.206  0.528
C  -0.828  1.312  0.746
H  1.890  -1.273  -0.821
H  -0.519  0.874  -0.172
O  0.821  -1.842  -2.368
H  -0.860  0.763  2.795
C  1.737  -0.794  -1.734

- charge = 0
- SMILES string = CC.CO
- molar mass (g/mol) = 62.11
- HOMO level (hartree) = -0.3778
- orbital gap (eV) = 11.131
- LUMO (eV) = 0.849


Here is a 2-piece molecular cluster, C3H10O overall from OMol25. Energies are from wB97M-V/def2-TZVPD.

CARTESIAN COORDINATES (ANGSTROEM)
H  -0.734  1.041  1.066
H  1.735  -0.871  -1.973
O  -1.891  -0.300  0.008
H  2.673  -0.870  0.376
C  1.796  -0.284  0.106
H  0.909  -0.859  0.378
H  2.703  0.547  -1.648
C  -1.623  0.429  1.202
H  -2.361  0.266  -0.620
H  -1.396  -0.323  1.964
H  1.799  0.614  0.710
H  0.912  0.650  -1.631
H  -2.505  0.960  1.555
C  1.781  0.040  -1.377

- charge = 0
- SMILES string = CC.CO
- molar mass (g/mol) = 62.11
- HOMO level (hartree) = -0.3861
- orbital gap (eV) = 11.475
- LUMO (eV) = 0.969


Here is a 2-piece molecular cluster, C3H10O2 overall in a non-equilibrium geometry from OMol25. Energies are from wB97M-V/def2-TZVPD.

CARTESIAN COORDINATES (ANGSTROEM)
H  1.754  -0.238  0.747
H  -3.001  -1.987  3.327
H  2.276  2.139  -0.811
H  -0.236  1.703  -1.944
C  1.160  0.089  -1.243
C  1.317  0.670  0.203
H  -0.873  0.542  -0.800
O  2.101  1.782  0.179
H  1.953  0.352  -1.888
H  -3.765  -3.010  3.952
C  -0.258  0.588  -1.645
H  -0.611  -0.004  -2.450
H  0.366  1.107  0.631
H  1.406  -1.023  -1.283
O  -3.588  -2.710  3.024

- charge = 0
- SMILES string = CCCO.O
- molar mass (g/mol) = 78.11
- HOMO level (hartree) = -0.3621
- orbital gap (eV) = 10.642
- LUMO (eV) = 0.788


Here is C3H10O2Rb as an isolated structure in a non-equilibrium geometry from OMol25. Energies are from wB97M-V/def2-TZVPD.

CARTESIAN COORDINATES (ANGSTROEM)
O  -4.461  3.329  -0.088
O  0.389  -0.306  -0.886
H  3.242  -1.361  0.362
H  2.683  0.279  0.615
H  -0.318  -0.762  1.372
H  -0.436  -0.793  -0.812
Rb  -1.869  3.309  -4.118
H  2.913  -0.433  -1.010
H  -4.999  3.692  0.615
H  -4.208  2.461  0.227
H  1.329  -1.514  1.988
C  2.541  -0.609  -0.001
H  1.276  -2.157  -0.628
C  0.520  -1.449  1.259
H  0.186  -2.485  1.212
C  1.212  -1.202  -0.106

- charge = +1
- molar mass (g/mol) = 163.58
- HOMO level (hartree) = -0.4591
- orbital gap (eV) = 8.283
- LUMO (eV) = -4.209


Here is a 2-piece molecular cluster, C3H10O2S2 overall in a non-equilibrium geometry from OMol25. Energies are from wB97M-V/def2-TZVPD.

CARTESIAN COORDINATES (ANGSTROEM)
O  3.255  1.215  -0.102
H  -3.434  -2.484  2.139
H  -1.695  1.268  0.723
H  -0.982  -1.283  -0.463
H  4.004  1.739  0.218
C  -1.025  0.425  0.841
H  2.555  1.561  0.435
C  -0.931  -0.186  -0.587
S  -1.389  -0.722  2.202
H  1.883  -0.749  -0.518
C  0.334  -0.022  -1.382
S  -3.189  -1.397  1.383
O  1.272  -1.115  -1.152
H  0.936  0.830  -1.053
H  -0.009  0.836  0.973
H  -1.800  0.064  -1.193
H  0.215  0.021  -2.465

- charge = 0
- SMILES string = OCCCSS.O
- molar mass (g/mol) = 142.25
- HOMO level (hartree) = -0.3039
- orbital gap (eV) = 8.543
- LUMO (eV) = 0.274


Here is a 2-piece molecular cluster, C3H10O2S2 overall in a non-equilibrium geometry from OMol25. Energies are from wB97M-V/def2-TZVPD.

CARTESIAN COORDINATES (ANGSTROEM)
H  0.271  1.356  -2.047
H  2.513  -0.827  2.062
H  -2.019  0.436  -0.296
C  -1.405  1.275  -0.642
H  0.617  -2.517  1.669
C  -0.440  0.528  -1.633
O  -0.683  1.860  0.451
H  0.628  -1.400  -1.262
H  -0.749  -2.295  2.512
H  -2.078  2.068  -1.017
H  -0.042  2.531  0.160
H  -0.018  -0.756  0.147
S  2.046  0.358  1.804
O  -0.330  -2.427  1.667
S  2.122  0.252  -0.309
H  -0.914  -0.007  -2.487
C  0.480  -0.433  -0.779

- charge = 0
- SMILES string = OCCCSS.O
- molar mass (g/mol) = 142.25
- HOMO level (hartree) = -0.3316
- orbital gap (eV) = 9.396
- LUMO (eV) = 0.373


Here is a 2-piece molecular cluster, C3H10O3 overall in a non-equilibrium geometry from OMol25. Energies are from wB97M-V/def2-TZVPD.

CARTESIAN COORDINATES (ANGSTROEM)
H  1.247  -1.926  0.402
H  0.150  -0.812  1.277
O  0.369  0.780  -1.999
H  -1.331  -0.033  -2.131
O  -1.380  1.296  5.606
H  -2.187  0.789  5.848
H  1.548  -0.848  -2.615
C  1.000  0.013  -3.033
C  0.647  -1.005  0.312
O  -0.216  -1.202  -0.832
H  1.688  0.591  -3.672
H  0.174  -0.366  -3.658
H  -1.067  0.777  -0.560
H  -1.345  2.034  6.255
H  1.325  -0.164  0.091
C  -0.620  0.075  -1.290

- charge = 0
- SMILES string = COCOC.O
- molar mass (g/mol) = 94.11
- HOMO level (hartree) = -0.3650
- orbital gap (eV) = 10.840
- LUMO (eV) = 0.907


Here is a 3-piece molecular cluster, C3H10O3 overall in a non-equilibrium geometry from OMol25. Energies are from wB97M-V/def2-TZVPD.

CARTESIAN COORDINATES (ANGSTROEM)
O  1.464  -0.359  1.404
C  1.430  -0.606  -0.970
C  1.392  0.134  0.140
H  2.043  -1.130  1.404
H  -3.171  0.255  1.927
H  -1.088  -0.492  -1.197
H  1.583  -0.060  -1.899
O  -1.669  -1.142  -0.789
H  -1.659  -1.936  -1.341
C  1.169  1.642  0.126
H  0.323  1.868  -0.517
H  1.591  -1.675  -0.929
H  0.893  1.943  1.129
O  -3.555  -0.216  1.180
H  -2.794  -0.363  0.596
H  2.047  2.137  -0.266

- charge = 0
- SMILES string = C=C(C)O.O.O
- molar mass (g/mol) = 94.11
- HOMO level (hartree) = -0.3409
- orbital gap (eV) = 9.868
- LUMO (eV) = 0.590


Here is a 3-piece molecular cluster, C3H10O3 overall in a non-equilibrium geometry from OMol25. Energies are from wB97M-V/def2-TZVPD.

CARTESIAN COORDINATES (ANGSTROEM)
C  0.549  1.111  0.201
C  -0.896  1.379  0.533
O  -0.104  -1.346  1.668
H  0.228  -1.873  2.378
H  0.658  1.009  -2.017
H  0.210  -1.656  -0.623
O  -1.519  0.785  -0.509
H  1.253  0.877  1.078
H  -1.285  -0.137  -0.570
O  0.153  -1.540  -1.546
C  1.066  0.962  -0.995
H  -1.263  2.364  0.535
H  -1.008  0.859  1.484
H  0.818  -1.753  -2.029
H  -0.992  -1.680  1.348
H  2.130  0.638  -0.937

- charge = 0
- SMILES string = C=CCO.O.O
- molar mass (g/mol) = 94.11
- HOMO level (hartree) = -0.3290
- orbital gap (eV) = 9.251
- LUMO (eV) = 0.299


Going through the records in order, we get ΔE to the lowest compared entry with this formula, charge and spin values of 211.37; 151.59; 228.62; 143.45; 197.71; 0.00; 174.87; 52.24; 172.38; 90.43; 86.80; 70.95; 140.14; 61.87; 236.24 kJ/mol.